ORCA calculation (ωB97M-V/def2-TZVPD) on C28H19BrN5OSSn as an isolated structure.

XYZ file:
```
56
Properties=species:S:1:pos:R:3:forces:R:3:nbo_charge:R:1
Sn -0.7552 0.1800 -0.2211 -0.29 0.18 0.37 1.41
Br 0.8855 0.6112 7.1284 -0.07 -0.04 -0.13 0.07
C 0.0643 0.4026 5.4298 0.14 0.05 0.23 -0.14
C -1.1791 1.0023 5.1883 0.04 -0.09 -0.09 -0.18
C -1.7668 0.8793 3.9554 -0.04 0.02 -0.05 -0.24
C -1.1284 0.2022 2.8897 0.02 -0.16 0.20 0.39
O -1.7108 0.1782 1.7235 0.35 0.09 -0.40 -0.84
C 0.1078 -0.4416 3.1686 -0.30 0.24 0.11 -0.25
C 0.7321 -1.3170 2.2295 0.03 -0.11 -0.11 0.22
N 0.5460 -1.3264 0.9522 -0.19 0.43 -0.13 -0.60
C 1.1302 -2.3339 0.1590 0.38 -0.38 -0.04 0.20
C 2.3626 -2.8923 0.3909 -0.16 0.21 0.10 -0.23
C 2.8640 -3.9124 -0.4378 0.02 -0.11 -0.13 -0.19
C 2.1343 -4.3790 -1.4939 0.05 0.00 0.04 -0.16
C 0.8698 -3.8167 -1.7779 -0.03 0.12 0.13 -0.08
C 0.0683 -4.2204 -2.8667 -0.09 0.09 -0.03 -0.10
C -1.1237 -3.5915 -3.1035 0.10 -0.17 -0.07 -0.25
C -1.5118 -2.5398 -2.2600 0.01 0.10 0.15 0.09
N -0.7973 -2.1504 -1.2290 -0.04 -0.02 0.03 -0.50
C 0.3754 -2.7761 -0.9605 0.09 -0.19 -0.14 0.13
C 0.6743 -0.3370 4.4572 0.02 -0.07 -0.03 -0.16
H -1.6730 1.5484 5.9808 -0.01 0.00 -0.01 0.24
H -2.7354 1.3168 3.7511 0.01 0.02 0.02 0.23
H 1.3798 -2.0814 2.6623 0.07 0.02 -0.05 0.19
H 2.9693 -2.5373 1.2142 0.01 0.02 -0.01 0.22
H 3.8417 -4.3247 -0.2275 -0.01 0.00 0.00 0.23
H 2.5144 -5.1667 -2.1320 0.01 0.00 0.02 0.23
H 0.4180 -5.0179 -3.5106 -0.03 -0.01 0.00 0.23
H -1.7587 -3.8829 -3.9278 -0.01 0.02 0.00 0.24
H -2.4358 -1.9994 -2.4351 0.01 0.00 -0.05 0.21
H 1.6098 -0.8414 4.6679 -0.01 0.00 -0.01 0.23
N 3.5263 1.8379 -1.7070 0.05 -0.01 0.07 -0.60
C 3.9452 1.3016 -2.9445 0.06 -0.04 -0.19 0.21
C 5.0430 1.8452 -3.5880 -0.04 -0.02 -0.01 -0.24
C 5.4616 1.3280 -4.8088 0.05 0.06 0.04 -0.19
C 4.7771 0.2778 -5.3903 -0.02 -0.06 -0.04 -0.20
C 3.6673 -0.2620 -4.7491 0.02 0.03 -0.01 -0.19
C 3.2615 0.2453 -3.5307 -0.22 0.00 0.23 -0.25
S 1.8677 -0.4840 -2.7007 0.26 -0.15 -0.24 0.49
N 1.5921 0.5508 -1.3977 -0.10 0.09 0.26 -0.70
C 2.3700 1.5140 -1.0675 -0.09 -0.26 -0.24 0.43
C 1.9670 2.3535 0.0962 0.06 0.32 0.25 0.16
C 2.6962 3.4676 0.4963 -0.02 -0.07 -0.06 -0.22
C 2.2722 4.2075 1.5901 -0.09 -0.03 0.03 -0.14
C 1.1194 3.8252 2.2476 0.06 0.02 -0.03 -0.22
C 0.4312 2.7221 1.7679 -0.13 0.01 0.01 0.07
N 0.8405 2.0007 0.7290 0.03 -0.24 -0.02 -0.47
H 4.0729 2.6051 -1.3667 -0.02 0.05 0.05 0.41
H 5.5746 2.6760 -3.1381 0.00 -0.01 0.01 0.22
H 6.3246 1.7571 -5.2991 -0.01 -0.01 0.00 0.23
H 5.0980 -0.1243 -6.3413 0.00 0.00 0.01 0.23
H 3.1179 -1.0834 -5.1932 0.02 0.01 -0.03 0.23
H 3.5828 3.7946 -0.0265 0.01 -0.04 0.01 0.21
H 2.8324 5.0758 1.9087 0.01 -0.01 0.01 0.24
H 0.7475 4.3652 3.1064 -0.01 0.00 -0.01 0.24
H -0.4946 2.4063 2.2311 0.04 0.06 -0.02 0.23
```
Positions in Å, forces in eV/Å.

## Properties
Energy: -125548.154 eV
HOMO-LUMO gap: 7.05 eV
Total charge: +1
Energy relative to the best compared isomer or geometry (same formula, charge and spin): 0.0 kcal/mol
Max |F|: 0.0105 Eh/bohr
M: 672.2 u